# 1
40
Properties=species:S:1:pos:R:3:forces:R:3:mulliken_charge:R:1 method="wB97M-V/def2-TZVPD" de_lowest_ev=2.855 charge=-1
C 3.488399 0.177207 -1.491237 -1.33 -1.18 0.81 -0.856
O 3.788331 0.810349 -0.269055 1.38 -0.70 0.25 -0.464
C 1.989009 -0.222390 -1.468906 -0.89 1.50 -0.61 0.417
C 1.494750 -1.215649 -0.475643 -0.36 0.43 3.24 -0.552
C -0.024564 -1.029483 -0.226331 -0.77 0.39 -0.90 0.772
O -0.606937 -0.938237 0.883168 1.14 -0.20 0.73 -0.711
O -0.694136 -0.915539 -1.284258 0.15 -0.22 -0.54 -0.881
N 1.615192 -0.654420 -2.799574 3.43 -0.55 -0.82 -0.668
H 3.625231 0.843032 -2.382880 0.28 -0.89 0.65 0.275
H 4.041315 -0.808034 -1.459150 0.02 1.26 -0.65 0.308
H 1.394825 0.723301 -1.125716 1.08 -1.12 -1.33 0.188
H 2.024625 -1.078456 0.488041 -0.22 -0.19 -0.27 0.020
H 1.558368 -2.242481 -0.737550 0.59 -1.04 -0.62 0.384
H -3.884310 -1.398171 1.210560 -0.40 -0.04 -0.10 0.320
H 1.848834 -1.652526 -2.985786 -0.35 1.18 0.47 0.268
H 2.344633 2.896531 1.348021 1.23 0.02 3.35 0.279
H 2.627986 0.221504 2.297278 1.13 -0.45 -2.75 0.352
H 1.832700 -0.497613 3.350545 -1.05 -2.48 0.37 0.311
O 2.236682 0.292265 3.120931 -0.02 2.82 2.40 -0.678
H -1.608459 -2.525438 -1.835744 -0.06 0.32 -0.03 0.386
H -2.825455 -3.154104 -1.193179 -0.07 0.10 -0.01 0.318
O -2.383286 -3.068251 -2.043707 0.05 -0.43 -0.04 -0.698
H -2.853683 1.355224 -0.654582 -0.17 -0.44 0.00 0.405
H -2.636732 -1.671307 1.869639 2.03 0.41 0.20 0.341
O -3.522595 -1.965100 1.899532 -1.52 -0.39 -0.28 -0.671
H -0.277301 0.662777 1.275275 0.35 0.89 1.19 0.293
H 0.407865 1.090277 2.633235 -0.60 0.87 -1.71 0.282
O -0.036871 1.496230 1.821625 -0.18 -1.69 0.62 -0.727
H -3.313671 0.027053 -1.996538 0.64 -1.10 2.77 0.296
H -2.291467 -0.433273 -0.829006 1.27 -0.62 -0.64 0.453
O -3.214262 -0.229533 -1.001870 -2.25 1.08 -2.33 -0.779
H 3.307126 1.623301 -0.209308 -0.85 0.93 0.03 0.364
H 1.043512 2.579953 0.674564 -3.20 -1.33 1.16 0.359
O 1.898293 2.864197 0.563741 2.39 1.50 -4.50 -0.675
H -3.416508 1.252517 1.501733 0.63 0.16 -0.23 0.360
H -2.058430 1.424747 2.289867 3.39 0.18 -0.85 0.356
O -2.962367 1.357684 2.339976 -4.06 -0.29 1.36 -0.645
H -1.966151 2.234250 0.286469 -1.58 0.22 -1.67 0.300
H 0.686557 -0.511700 -2.947256 -3.10 0.14 -0.43 0.347
O -2.677042 2.279325 -0.436929 1.82 0.96 1.71 -0.750


# 2
124
Properties=species:S:1:pos:R:3:forces:R:3:mulliken_charge:R:1 method="wB97M-V/def2-TZVPD" charge=-1
Tl -0.795473 0.235830 -0.380034 -0.20 0.43 -1.49 0.452
B -3.380783 1.725350 -0.131234 0.68 0.15 -0.02 2.385
H -3.293923 0.968860 0.633246 0.59 -2.52 4.07 -1.272
H -3.308483 1.232990 -1.088624 0.24 -1.47 -4.31 -0.434
H -4.334503 2.222990 -0.047374 -4.29 1.24 0.28 -0.246
H -2.591693 2.457340 -0.055224 3.24 2.41 0.32 -0.797
B 1.064427 -2.029040 -0.903314 -1.43 1.07 0.44 3.926
H 1.397887 -1.513370 -0.016104 1.43 1.85 3.73 -1.016
H 1.795007 -2.779130 -1.163824 2.95 -3.00 -1.09 -0.273
H 0.071537 -2.431580 -0.775344 -3.75 -2.10 0.57 -0.625
H 0.986287 -1.336970 -1.727434 0.04 2.85 -3.68 -1.583
B -0.800253 3.157440 -1.767304 0.29 0.67 1.02 5.018
H -1.486163 2.354170 -1.987554 -3.62 -3.39 -2.32 -0.851
H -0.109343 3.217780 -2.593894 2.82 -0.64 -3.33 -0.584
H -1.296873 4.095060 -1.571164 -2.45 3.14 1.21 -0.499
H -0.226223 2.848270 -0.907564 3.23 -0.55 3.58 -1.903
C -2.819853 -0.411340 -5.337254 0.42 -0.36 0.02 -1.365
C -2.491073 0.014400 -3.915264 0.28 -0.55 -0.77 0.458
O -2.948373 1.109970 -3.587734 -0.23 0.90 0.79 -0.568
O -1.736353 -0.685270 -3.193104 0.33 -0.11 0.70 -0.123
H -3.860743 -0.139550 -5.512684 0.18 0.02 -0.38 0.386
H -2.617223 -1.451820 -5.591104 -0.32 -0.28 0.48 0.272
H -2.111943 0.103570 -5.986744 -0.38 0.52 -0.15 0.350
C 0.444387 -2.632400 -4.641384 -0.96 0.98 1.71 0.662
C 1.475557 -3.707450 -4.493864 -0.09 1.19 2.99 0.813
O 2.668877 -3.103320 -4.915274 -0.30 0.74 -0.26 -0.357
C 2.317947 -1.998400 -5.665824 1.87 0.91 -0.66 0.582
O 3.116537 -1.301270 -6.244074 -1.28 -1.29 0.68 -0.565
O 0.999817 -1.816130 -5.618444 0.48 1.22 -1.74 -0.342
F 1.218977 -4.724890 -5.235984 -0.70 -3.24 -2.97 -0.359
H 0.358837 -2.002700 -3.755794 0.24 -0.31 0.49 -0.817
H -0.604903 -2.832780 -4.858064 0.34 -0.80 -0.43 0.169
H 1.552737 -4.117210 -3.486774 0.39 0.61 0.30 0.163
C 1.122477 0.063970 5.726046 0.10 -0.16 1.23 -0.719
C 2.586847 0.408050 5.501916 -2.45 0.18 0.01 0.257
O 2.494887 0.725350 4.129306 2.84 1.91 1.24 -0.198
C 1.479427 0.071420 3.589496 0.81 -1.32 -4.68 -0.141
O 1.364707 -0.149130 2.422266 0.17 0.94 0.10 -0.550
O 0.771987 -0.496690 4.472986 -2.89 -1.18 3.50 -0.115
F 3.319807 -0.707070 5.687536 0.93 -0.32 -0.07 -0.330
H 0.540887 0.955960 5.958846 -0.13 0.11 -0.29 0.318
H 0.991567 -0.631010 6.555486 -0.05 -0.27 -0.35 0.332
H 2.899107 1.201270 6.181166 0.58 0.18 -0.67 0.376
C -3.385813 -3.631730 3.591366 -0.23 -0.14 -0.63 -0.559
C -2.361203 -4.761910 3.525646 0.33 1.75 0.38 0.121
O -1.260173 -4.068970 3.018566 1.04 0.01 -0.43 -0.238
C -1.701833 -3.035860 2.236456 3.15 4.14 -2.87 -0.247
O -1.035703 -2.283680 1.492026 -1.91 -3.84 3.17 0.361
O -2.969463 -2.797100 2.480476 -1.92 -0.65 1.19 0.130
F -2.682123 -5.683130 2.603696 -0.63 -1.02 -0.14 -0.286
H -3.313933 -3.059110 4.516046 0.18 -0.05 0.05 0.304
H -4.412513 -3.974430 3.462746 0.10 0.08 -0.25 0.292
H -2.089533 -5.189810 4.490636 -0.07 -0.32 -0.23 0.320
C -1.692383 5.159790 3.101106 0.36 2.30 -1.28 -0.619
C -0.546513 5.762250 2.257826 0.43 -0.67 2.86 0.259
O 0.311797 4.611840 2.032836 -0.88 1.69 -0.06 -0.283
C -0.542073 3.571060 2.047396 0.93 -2.99 -2.62 -0.474
O -0.314823 2.494810 1.533976 0.01 1.97 1.67 0.382
O -1.709533 3.927640 2.546376 -2.10 -2.95 0.14 -0.297
F 0.068907 6.594850 3.141246 0.87 0.84 -0.75 -0.331
H -2.562353 5.765000 2.846206 -0.46 -0.50 0.20 0.266
H -1.550523 5.136420 4.181586 0.42 0.17 -0.05 0.333
H -0.889983 6.257100 1.349386 0.59 -0.02 -0.11 0.404
C -4.570323 0.290150 4.648706 0.29 1.25 1.28 -0.609
C -3.736473 1.368450 5.418456 -0.26 -1.40 -1.68 0.276
O -2.546893 1.335930 4.680286 0.71 1.11 0.86 -0.307
C -2.655213 0.636900 3.518866 1.23 0.49 -1.21 -0.357
O -1.732963 0.472270 2.767686 -1.98 -0.20 1.45 0.122
O -3.953123 0.292310 3.397686 -0.41 -0.71 -1.57 -0.066
F -3.469413 0.956120 6.647706 0.44 -0.67 2.01 -0.331
H -5.608763 0.614500 4.716086 -0.09 -0.33 -0.95 0.303
H -4.447423 -0.710580 5.062856 -0.07 0.13 0.53 0.252
H -4.193833 2.350160 5.541546 0.19 0.18 -0.64 0.301
C 4.862847 0.493020 1.808696 1.74 0.23 -0.78 -0.495
C 4.713817 1.986960 1.759036 1.63 -1.37 2.64 0.202
O 3.436877 2.075620 1.285636 0.65 6.04 2.84 -0.024
C 3.196087 1.132440 0.498146 -5.86 -4.03 -4.91 0.029
O 2.185147 1.141370 -0.245844 4.09 -0.33 2.17 0.141
O 4.058487 0.129970 0.724516 -0.78 -1.39 -0.86 -0.426
F 5.636027 2.590210 0.981186 0.05 0.42 -1.08 -0.338
H 4.594707 0.103080 2.790606 -0.49 -0.25 -0.29 0.176
H 5.895367 0.236280 1.571856 0.00 -0.22 0.09 0.483
H 4.963407 2.317870 2.767166 -1.21 0.93 0.06 0.197
C 0.238257 -5.564060 -0.336954 -0.39 0.21 1.10 0.450
C -1.202593 -6.083720 -0.328974 1.75 0.43 -1.43 0.402
O -1.137843 -6.917570 -1.536594 -3.76 -0.76 2.83 -0.380
C -0.054803 -6.708540 -2.221134 0.33 -2.12 -3.58 0.734
O 0.223407 -7.276900 -3.260634 -0.45 0.70 1.32 -0.630
O 0.648317 -5.822830 -1.648464 3.38 2.55 0.56 -0.301
F -2.005923 -5.012910 -0.543354 -0.68 -0.37 -0.12 -0.199
H 0.888357 -6.091450 0.361136 0.01 -0.15 0.00 0.256
H 0.280337 -4.494050 -0.133454 -0.02 0.05 -0.13 -0.426
H -1.518413 -6.596790 0.579386 -0.19 -0.39 -0.53 0.211
C 2.088007 4.719580 -0.803874 1.47 -1.22 0.90 0.665
C 3.268407 4.098740 -1.624414 -1.37 3.09 1.13 0.579
O 3.729677 5.346130 -2.190284 1.91 -0.26 -0.07 -0.398
C 3.580257 6.385590 -1.357814 -1.09 0.70 -0.79 0.549
O 4.104127 7.463170 -1.561954 -1.05 -1.80 1.29 -0.603
O 2.599587 6.039560 -0.421754 0.96 0.06 -0.96 -0.368
F 2.870437 3.393570 -2.625804 -0.73 -1.63 -1.78 -0.296
H 1.991917 4.088000 0.079286 -0.48 0.47 0.19 -0.316
H 1.154707 4.748580 -1.366204 0.21 0.22 -0.08 -0.163
H 4.037237 3.557660 -1.072844 0.17 0.29 0.09 0.167
C -5.575863 -0.933000 0.557546 -0.31 0.57 -0.39 -0.661
N -4.447033 -1.638820 -0.195704 -1.62 1.48 1.75 0.916
O -4.794583 -2.390720 -1.029724 -1.03 -2.17 -2.55 -0.579
O -3.320073 -1.437650 0.120046 1.37 0.53 0.71 -0.450
H -5.616963 -1.314760 1.577676 0.42 0.34 -0.07 0.133
H -6.551833 -1.074590 0.093296 0.35 -0.87 -0.34 0.354
H -5.459053 0.144350 0.440156 0.84 -0.02 0.62 0.102
C 4.679547 -1.509970 -2.313624 -0.11 0.83 -0.01 -0.483
N 5.685297 -0.383020 -2.493564 -0.10 -0.06 -0.39 0.990
O 5.435677 0.690060 -2.001074 -0.27 0.34 0.35 -0.505
O 6.721037 -0.611260 -3.099474 -0.44 -0.45 0.14 -0.649
H 3.754987 -1.131460 -1.877704 0.35 0.31 0.35 -0.130
H 5.207617 -2.178110 -1.633304 -0.34 -0.40 -0.44 0.311
H 4.370227 -1.870730 -3.294574 0.75 -0.39 0.05 0.275
C 0.345187 1.521260 -5.191584 0.03 0.02 -0.95 -0.375
N 1.395467 1.177000 -4.271754 5.14 1.16 -0.88 1.118
O 2.604067 1.112850 -4.607414 -1.68 0.11 -1.07 -0.584
O 1.115187 1.030250 -3.148754 -1.95 -0.88 3.33 -0.673
H -0.125893 0.538360 -5.181664 -1.05 0.57 -0.59 -0.286
H 0.750837 1.822560 -6.157384 0.13 -0.51 0.10 0.331
H -0.172213 2.386030 -4.776164 -0.49 -0.60 0.30 0.256


Asked for E_HOMO across the records above, the calculation gives -6.231 -6.065 eV in order.